A molecular structure, C4H9LiO4Zn at a distorted geometry. Source: the Open Molecules 2025 dataset; level of theory: ωB97M-V/def2-TZVPD.

Structure (XYZ):
```
19
Properties=species:S:1:pos:R:3:nbo_charge:R:1
O 2.219 1.991 -0.899 -1.669
Li 3.528 0.794 -0.485 0.961
O 2.347 -0.555 0.259 -1.061
C 1.718 -1.746 0.442 0.247
O 0.299 -1.592 0.550 -0.576
C -0.430 -1.232 -0.616 -0.157
C -1.470 -0.234 -0.161 -0.089
O -0.825 0.981 0.226 -0.638
C -1.711 2.044 0.552 -0.249
Zn 1.141 0.984 0.371 1.566
H 2.023 -2.244 1.380 0.143
H 1.889 -2.444 -0.404 0.115
H -1.043 -1.862 -1.422 0.189
H 0.331 -1.200 -1.415 0.236
H -2.054 -0.608 0.694 0.202
H -2.180 -0.019 -0.974 0.191
H -1.096 2.911 0.819 0.220
H -2.339 2.289 -0.316 0.190
H -2.345 1.744 1.399 0.180
```

Properties
HOMO level (spin up / spin down) = -6.856 / -6.857 eV
lowest unoccupied orbital energy (spin up / spin down) = 0.169 / 0.169 eV
energy = -2245.53987 hartree
orbital gap (spin up / spin down) = 7.025 / 7.026 eV


2 unconnected molecules or ions with the total composition C4H9N at a distorted geometry. Source: the Open Molecules 2025 dataset; level of theory: ωB97M-V/def2-TZVPD.

Structure (XYZ):
```
14
Properties=species:S:1:pos:R:3:nbo_charge:R:1
C 3.187 0.473 -0.015 -0.066
N 3.294 1.280 1.026 -0.592
H 2.599 0.719 -0.968 0.173
H 3.282 -0.688 0.062 0.150
H 3.828 0.804 1.780 0.335
C -1.616 -0.201 0.963 -0.680
C -2.005 -0.702 -0.400 -0.146
C -1.706 -0.266 -1.671 -0.414
H -2.334 0.335 1.569 0.228
H -1.324 -0.951 1.709 0.230
H -0.939 0.658 0.716 0.220
H -2.747 -1.440 -0.398 0.179
H -2.156 -0.736 -2.522 0.196
H -1.361 0.714 -1.851 0.186
```

Properties
HOMO level = -9.437 eV
lowest unoccupied orbital energy = 0.985 eV
energy = -212.45435 hartree
structure (SMILES) = C=CC.C=N
orbital gap = 10.422 eV


C4H9N in the gas phase. Source: the Open Molecules 2025 dataset; level of theory: ωB97M-V/def2-TZVPD.

Structure (XYZ):
```
14
Properties=species:S:1:pos:R:3:nbo_charge:R:1
C -1.453 -0.594 0.055 -0.633
C -0.600 0.513 -0.547 -0.071
C 0.209 1.416 0.304 -0.257
C 1.508 -0.707 -0.035 -0.419
H -2.507 -0.262 0.088 0.221
H -1.128 -0.867 1.061 0.209
H -1.438 -1.462 -0.595 0.211
H -1.038 0.958 -1.459 0.192
H 0.293 2.486 0.050 0.201
H 0.212 1.173 1.363 0.181
H 2.589 -0.533 0.055 0.205
H 1.136 -1.015 0.961 0.166
H 1.373 -1.575 -0.717 0.200
N 0.845 0.469 -0.582 -0.407
```

Properties
HOMO level = -8.807 eV
lowest unoccupied orbital energy = 1.175 eV
energy = -212.50879 hartree
structure (SMILES) = C[C@H]1CN1C
orbital gap = 9.982 eV


C4H9N in the gas phase at a distorted geometry. Source: the Open Molecules 2025 dataset; level of theory: ωB97M-V/def2-TZVPD.

Structure (XYZ):
```
14
Properties=species:S:1:pos:R:3:nbo_charge:R:1
C -0.979 0.673 0.836 -0.615
C -0.059 1.127 -0.296 -0.431
C 0.265 -0.097 -1.252 -0.256
C 0.896 -1.709 0.486 -0.070
N 0.643 -1.393 -0.736 -0.406
H -2.032 0.379 0.489 0.201
H -0.477 -0.197 1.350 0.201
H -1.264 1.400 1.470 0.207
H 0.887 1.750 0.156 0.206
H -0.679 1.841 -0.887 0.217
H 1.266 0.221 -1.797 0.216
H -0.541 -0.366 -1.964 0.218
H 0.916 -0.897 1.386 0.132
H 1.158 -2.733 0.760 0.181
```

Properties
HOMO level = -9.176 eV
lowest unoccupied orbital energy = 1.120 eV
energy = -212.47315 hartree
structure (SMILES) = C=NCCC
orbital gap = 10.296 eV


A molecular structure, C4H9N at a distorted geometry. Source: the Open Molecules 2025 dataset; level of theory: ωB97M-V/def2-TZVPD.

Structure (XYZ):
```
14
Properties=species:S:1:pos:R:3:nbo_charge:R:1
C 1.517 -0.693 -0.594 -0.874
C 1.403 0.322 0.574 -0.581
C 0.086 1.128 0.633 0.409
C -1.003 -0.633 0.040 0.073
N -1.189 0.504 0.648 -0.529
H 0.091 -1.029 -0.457 0.258
H 2.241 -1.493 -0.347 0.189
H 1.993 -0.134 -1.436 0.185
H 1.770 -0.269 1.477 0.302
H 2.250 1.054 0.482 0.224
H 0.149 2.106 1.158 0.199
H -3.709 0.493 -0.684 0.010
H -1.858 -1.331 -0.232 0.147
H -3.740 -0.023 -1.262 -0.013
```

Properties
HOMO level = -6.171 eV
lowest unoccupied orbital energy = -2.167 eV
energy = -212.24830 hartree
orbital gap = 4.005 eV


C4H9N in the gas phase. Source: the Open Molecules 2025 dataset; level of theory: ωB97M-V/def2-TZVPD.

Structure (XYZ):
```
14
Properties=species:S:1:pos:R:3:nbo_charge:R:1
C 1.267 -1.036 -1.419 -0.602
C 0.885 -0.776 0.027 -0.424
C -0.419 -0.046 0.154 -0.281
C -0.648 0.954 1.001 0.005
N -1.809 1.740 1.018 -0.819
H 1.064 -0.142 -2.017 0.204
H 0.632 -1.813 -1.847 0.201
H 2.311 -1.308 -1.587 0.211
H 0.848 -1.711 0.585 0.200
H 1.681 -0.239 0.569 0.201
H -1.207 -0.264 -0.567 0.184
H 0.101 1.278 1.710 0.183
H -2.152 1.949 1.950 0.370
H -2.555 1.413 0.422 0.367
```

Properties
HOMO level = -8.052 eV
lowest unoccupied orbital energy = 1.269 eV
energy = -212.53914 hartree
structure (SMILES) = CC/C=C/N
orbital gap = 9.320 eV


Which of these has the highest energy?
number 5


Among the records above, which one has the lowest energy?
C4H9LiO4Zn


Please write out number 4 again, unchanged.
C4H9N in the gas phase at a distorted geometry. Source: the Open Molecules 2025 dataset; level of theory: ωB97M-V/def2-TZVPD.

Structure (XYZ):
```
14
Properties=species:S:1:pos:R:3:nbo_charge:R:1
C -0.979 0.673 0.836 -0.615
C -0.059 1.127 -0.296 -0.431
C 0.265 -0.097 -1.252 -0.256
C 0.896 -1.709 0.486 -0.070
N 0.643 -1.393 -0.736 -0.406
H -2.032 0.379 0.489 0.201
H -0.477 -0.197 1.350 0.201
H -1.264 1.400 1.470 0.207
H 0.887 1.750 0.156 0.206
H -0.679 1.841 -0.887 0.217
H 1.266 0.221 -1.797 0.216
H -0.541 -0.366 -1.964 0.218
H 0.916 -0.897 1.386 0.132
H 1.158 -2.733 0.760 0.181
```

Properties
HOMO level = -9.176 eV
lowest unoccupied orbital energy = 1.120 eV
energy = -212.47315 hartree
structure (SMILES) = C=NCCC
orbital gap = 10.296 eV


Which of these has the lowest energy?
C4H9LiO4Zn